This record from OMol25 describes a structure of composition C14H30HgN3O2Sb. The level of theory is wB97M-V/def2-TZVPD.

Geometry as XYZ:
```
51
Properties=species:S:1:pos:R:3:forces:R:3
Hg 0.22811 -0.65915 2.52150 0.016 -0.174 -0.531
N 4.89959 2.18493 0.90192 0.003 -0.080 -0.003
C 4.92963 0.79251 1.34679 -0.031 0.080 -0.031
C 3.52824 0.19666 1.26049 0.298 -0.051 0.040
O 3.29394 -0.98854 1.21797 0.052 0.192 0.057
O 2.55765 1.10313 1.23409 -0.125 0.054 0.004
H 5.68442 2.70918 1.26505 -0.073 0.027 0.082
H 2.99544 1.98546 1.24462 0.051 -0.046 -0.037
H 4.94031 2.25361 -0.10810 0.049 -0.026 -0.006
H 5.21297 0.77151 2.40099 -0.013 -0.056 0.006
H 5.62694 0.14361 0.81417 -0.085 -0.051 -0.039
N -1.42658 0.97600 0.78048 -0.122 0.092 0.016
C -2.20007 1.80260 1.04067 0.109 -0.165 -0.058
N -3.04300 2.76806 1.32096 0.097 0.282 0.054
C -3.47398 3.69025 0.26623 -0.209 -0.067 -0.280
C -4.87270 3.31915 -0.22245 0.025 0.109 0.200
C -5.84994 3.26276 0.95410 0.085 -0.165 -0.057
C -5.34605 2.30502 2.03658 0.072 0.206 -0.027
C -3.93815 2.69991 2.47682 -0.260 -0.215 0.063
H -2.75295 3.65941 -0.54876 0.064 0.019 0.068
H -3.48055 4.69965 0.68674 0.059 -0.018 0.013
H -4.83154 2.34382 -0.71500 -0.001 0.020 -0.052
H -5.20074 4.05831 -0.95485 -0.003 -0.049 -0.049
H -6.83260 2.94403 0.60561 -0.026 0.068 0.022
H -5.95903 4.26450 1.38110 -0.046 0.005 -0.005
H -5.32547 1.28276 1.64934 -0.027 -0.021 0.034
H -6.00994 2.32828 2.90198 -0.005 -0.067 0.001
H -3.53767 1.99584 3.20426 0.082 0.032 -0.025
H -3.95820 3.69385 2.93233 0.059 -0.021 0.027
C 0.31541 -2.99031 -3.27928 0.007 -0.010 0.044
C -0.45164 -2.45858 -2.07556 0.082 0.210 0.476
Sb 0.86919 -1.76725 -0.46201 0.147 -0.428 -0.079
C 2.46021 -0.94877 -1.71449 -0.244 -0.109 0.380
C 3.60406 -1.93463 -1.90117 -0.014 0.011 0.006
C 1.52378 -3.63090 0.47056 -0.048 0.424 -0.376
C 1.67170 -4.80916 -0.47886 0.029 -0.057 0.097
H -0.39791 -3.30404 -4.04377 0.023 -0.015 -0.014
H 0.92983 -3.85322 -3.02572 0.009 0.013 -0.039
H 0.95439 -2.23075 -3.72671 0.009 -0.025 -0.034
H -1.09844 -3.22175 -1.64369 -0.026 0.037 0.040
H -1.07111 -1.60452 -2.34660 -0.038 -0.013 0.047
H 2.78716 -0.02952 -1.23688 -0.043 0.026 -0.002
H 1.98137 -0.68704 -2.65666 -0.042 0.027 0.027
H 3.98430 -2.28244 -0.94076 0.040 -0.016 -0.026
H 4.42511 -1.45007 -2.43404 0.009 -0.037 -0.012
H 3.29305 -2.79775 -2.48936 0.032 -0.014 0.008
H 0.76121 -3.82574 1.22434 0.013 0.061 0.035
H 2.45549 -3.38425 0.97572 -0.024 0.049 0.047
H 0.73686 -5.04494 -0.98760 0.024 -0.003 -0.033
H 1.95782 -5.69062 0.09916 -0.007 -0.026 -0.053
H 2.45009 -4.64087 -1.22226 -0.033 -0.017 -0.027
```
Positions in Å, forces in eV/Å.

Properties
Expectation value of S²: 0.76
Total charge: +1
Multiplicity: 2
Total energy: -1259.6008 a.u.
E_LUMO (alpha / beta): -2.01 / -5.28 eV
HOMO-LUMO gap (alpha / beta): 8.83 / 6.11 eV
Strongest force on any atom: 0.57 eV Å⁻¹